Computed, not measured: the ion C5H10N3 with charge +1 at a distorted geometry, with wB97M-V/def2-TZVPD.

XYZ file:
```
18
Properties=species:S:1:pos:R:3:mulliken_charge:R:1
C -2.611 -0.092 1.096 -1.10
C -1.412 0.191 0.407 0.58
C -1.400 0.509 -0.969 -0.50
N -0.091 0.565 -1.400 -0.07
C 0.723 0.375 -0.367 0.15
C 2.195 0.201 -0.355 -0.63
N 2.368 -1.191 0.077 -0.49
N -0.119 0.146 0.740 -0.05
H -2.796 0.735 1.825 0.30
H -3.361 -0.090 0.319 0.29
H -2.529 -0.974 1.697 0.37
H -2.218 0.523 -1.673 0.38
H 0.164 0.729 -2.431 0.32
H 2.745 0.488 -1.282 0.38
H 2.532 0.929 0.359 0.35
H 2.953 -1.173 0.882 0.23
H 2.660 -1.803 -0.634 0.20
H 0.199 -0.068 1.709 0.28
```

Output
Energy relative to the best compared isomer or geometry (same formula, charge and spin) ... 17.5 kcal per mole
Net charge ... +1
Highest occupied orbital energy ... -13.05 eV
Kohn-Sham gap ... 0.3753 Ha

---

Computed, not measured: a cluster of 2 separate species, C5H14N2O2 in total, with wB97M-V/def2-TZVPD.

XYZ file:
```
23
Properties=species:S:1:pos:R:3:mulliken_charge:R:1
C -0.822 1.482 -1.319 -1.50
C -0.569 0.179 -0.564 0.53
C -1.740 -0.790 -0.715 -1.54
C -0.248 0.430 0.931 0.78
N -1.301 1.080 1.671 -0.69
O 0.897 1.253 0.957 -0.49
O 0.017 -0.771 1.592 -0.62
H -1.723 1.979 -0.957 0.31
H 0.024 2.161 -1.187 0.36
H -0.948 1.272 -2.385 0.42
H 0.326 -0.291 -0.981 0.15
H -2.676 -0.312 -0.428 0.30
H -1.834 -1.108 -1.750 0.42
H -1.593 -1.663 -0.087 0.36
H -1.595 0.470 2.420 0.26
H -2.111 1.296 1.083 0.24
H 1.003 1.569 1.861 0.32
H 0.779 -1.215 1.160 0.43
C 2.930 -1.032 -0.362 -0.31
N 2.211 -1.904 0.185 -0.42
H 2.646 0.009 -0.226 0.21
H 3.826 -1.222 -0.951 0.30
H 2.502 -2.872 0.053 0.19
```

Output
Energy relative to the best compared isomer or geometry (same formula, charge and spin) ... 26.5 kcal per mole
Net charge ... 0
Highest occupied orbital energy ... -9.45 eV
Kohn-Sham gap ... 0.3811 Ha

---

Computed, not measured: a structure of composition C50H103F3InNO4PSSi at a distorted geometry, with wB97M-V/def2-TZVPD.

XYZ file:
```
165
Properties=species:S:1:pos:R:3:mulliken_charge:R:1
C -5.007 5.794 1.809 -0.89
C -5.428 4.332 1.186 -0.38
C -4.065 3.363 1.228 -0.41
C -4.320 1.899 0.538 -0.63
C -2.969 1.069 0.132 0.87
C -1.609 1.499 0.936 -0.18
C -0.667 2.402 -0.072 -0.61
In 0.749 1.189 -1.357 0.67
C -0.348 0.298 -3.174 0.20
O 0.123 0.572 -4.415 -0.56
N -1.583 -0.572 -3.090 -0.11
C -2.762 0.026 -3.827 0.41
O -3.248 1.276 -3.622 -0.44
F -3.481 -0.790 -4.874 -0.26
C 2.288 2.686 -2.210 0.21
F 3.592 2.569 -1.474 -0.32
F 2.548 2.225 -3.593 -0.31
C 1.582 4.160 -2.085 -0.41
C 2.402 5.389 -2.794 -0.67
Si 2.104 5.592 -4.685 0.34
C 0.532 4.582 -5.150 -0.57
C 3.738 4.939 -5.556 -0.74
C 1.865 7.404 -5.289 0.47
C 0.297 7.883 -5.621 -0.35
C -0.044 9.414 -6.199 -0.40
C 1.201 10.454 -6.454 -0.41
C 2.739 9.987 -6.095 -0.28
C 3.102 8.478 -5.525 -0.05
P 2.099 -0.561 -0.118 0.53
O 2.279 -1.954 -1.199 -0.59
O 3.715 0.038 0.187 -0.48
S 1.285 -1.235 1.515 -0.49
H -4.017 5.668 2.460 0.24
H -4.754 6.568 0.948 0.23
H -5.834 6.210 2.555 0.28
H -6.327 3.878 1.788 0.26
H -5.757 4.504 0.077 0.29
H -3.115 3.935 0.855 0.25
H -3.891 3.156 2.391 0.20
H -4.901 2.111 -0.483 0.22
H -5.029 1.213 1.170 0.25
H -3.180 -0.071 0.416 -0.32
H -2.758 1.056 -1.037 -0.41
H -0.999 0.489 1.121 -0.24
H -1.777 1.967 1.995 0.28
H -0.025 3.196 0.502 0.24
H -1.393 2.999 -0.810 0.21
H -1.816 -0.858 -2.114 0.26
H 0.435 4.098 -2.404 0.11
H 1.552 4.413 -0.919 0.24
H 3.557 5.248 -2.562 0.28
H 2.097 6.389 -2.218 0.37
H 0.413 4.523 -6.312 0.36
H 0.560 3.522 -4.621 -0.06
H -0.401 5.161 -4.682 0.17
H 4.053 3.920 -5.044 0.26
H 4.601 5.728 -5.313 0.09
H 3.565 4.826 -6.709 0.27
H -0.640 7.185 -5.478 0.12
H -1.173 9.687 -6.447 0.27
H 0.943 11.529 -6.894 0.25
H 3.606 10.778 -6.302 0.22
H 4.205 8.158 -5.302 0.01
H 2.473 -1.594 -2.135 0.32
H 3.629 0.972 0.572 0.29
C 10.760 9.080 -4.043 -1.18
C 9.719 9.584 -3.057 -0.38
C 8.478 8.692 -2.980 -0.84
C 7.678 8.579 -4.283 -0.34
C 7.178 9.908 -4.857 -0.51
C 6.212 10.633 -3.933 -1.10
H 10.370 9.055 -5.065 0.29
H 11.634 9.738 -4.038 0.38
H 11.091 8.072 -3.775 0.29
H 9.437 10.613 -3.313 0.23
H 10.176 9.633 -2.061 0.36
H 7.826 9.062 -2.180 0.33
H 8.785 7.684 -2.675 0.39
H 6.816 7.924 -4.102 0.12
H 8.283 8.073 -5.043 0.37
H 6.669 9.708 -5.808 0.33
H 8.023 10.564 -5.095 0.38
H 5.335 10.012 -3.724 0.21
H 5.867 11.560 -4.402 0.33
H 6.682 10.898 -2.983 0.35
C 7.850 2.944 3.979 -1.18
C 7.126 1.865 4.768 -0.35
C 7.716 0.468 4.563 -0.72
C 7.644 -0.063 3.126 -0.85
C 6.235 -0.133 2.529 -0.08
C 5.313 -1.079 3.282 -0.89
H 7.784 2.769 2.901 0.28
H 7.405 3.922 4.183 0.37
H 8.907 2.985 4.258 0.29
H 6.060 1.873 4.511 0.26
H 7.183 2.114 5.835 0.35
H 7.211 -0.232 5.238 0.30
H 8.768 0.479 4.875 0.39
H 8.088 -1.066 3.107 0.39
H 8.271 0.555 2.475 0.33
H 6.314 -0.474 1.490 0.34
H 5.785 0.865 2.489 0.12
H 5.721 -2.095 3.289 0.28
H 4.331 -1.112 2.799 0.13
H 5.162 -0.760 4.316 0.27
C -3.815 -6.885 2.549 -0.64
C -2.639 -5.947 2.768 -0.51
C -3.049 -4.475 2.850 -0.84
C -3.697 -3.910 1.579 -0.19
C -2.844 -4.017 0.312 -0.66
C -1.542 -3.237 0.399 -0.93
H -4.322 -6.684 1.600 0.28
H -3.469 -7.923 2.526 0.04
H -4.545 -6.787 3.358 0.23
H -1.896 -6.096 1.975 0.24
H -2.142 -6.223 3.706 0.42
H -2.168 -3.877 3.109 0.34
H -3.753 -4.348 3.681 0.35
H -3.938 -2.854 1.756 0.36
H -4.654 -4.411 1.402 0.03
H -3.427 -3.632 -0.534 0.37
H -2.629 -5.067 0.082 0.30
H -1.737 -2.174 0.578 0.08
H -0.986 -3.325 -0.540 0.38
H -0.899 -3.609 1.201 0.35
C -10.404 -7.278 3.854 -1.22
C -9.397 -6.843 2.801 -0.52
C -8.010 -6.554 3.377 -0.24
C -7.953 -5.404 4.390 -0.71
C -8.458 -4.055 3.871 -0.47
C -7.640 -3.516 2.708 -0.98
H -10.570 -6.497 4.603 0.28
H -11.369 -7.497 3.386 0.38
H -10.062 -8.182 4.367 0.29
H -9.781 -5.967 2.265 0.25
H -9.306 -7.641 2.054 0.39
H -7.320 -6.348 2.550 0.05
H -7.632 -7.461 3.863 0.41
H -6.914 -5.289 4.723 0.32
H -8.526 -5.674 5.284 0.34
H -8.420 -3.329 4.693 0.37
H -9.512 -4.127 3.578 0.25
H -6.592 -3.388 2.998 0.14
H -8.026 -2.541 2.396 0.43
H -7.680 -4.181 1.842 0.25
C -1.830 -10.368 0.524 -1.05
C -2.818 -11.522 0.555 -0.42
C -3.745 -11.490 1.772 -0.65
C -3.040 -11.617 3.128 -0.51
C -2.192 -12.880 3.305 -0.53
C -3.005 -14.163 3.229 -1.20
H -1.157 -10.388 1.387 0.26
H -1.212 -10.424 -0.378 0.39
H -2.355 -9.408 0.518 0.19
H -2.275 -12.474 0.509 0.26
H -3.433 -11.480 -0.353 0.35
H -4.489 -12.289 1.670 0.35
H -4.310 -10.551 1.763 0.34
H -3.802 -11.589 3.917 0.41
H -2.404 -10.741 3.294 0.23
H -1.699 -12.835 4.284 0.39
H -1.388 -12.910 2.560 0.25
H -3.783 -14.175 4.001 0.29
H -2.357 -15.030 3.389 0.38
H -3.484 -14.282 2.255 0.28
```

Output
Net charge ... -1
Highest occupied orbital energy ... -5.70 eV
Kohn-Sham gap ... 0.2719 Ha

---

Computed, not measured: a cluster of 2 separate species, C4H11O in total at a distorted geometry, with wB97M-V/def2-TZVPD.

XYZ file:
```
16
Properties=species:S:1:pos:R:3:mulliken_charge:R:1
C 1.284 2.320 -1.437 -0.76
O 0.719 1.123 -1.655 -0.82
H 1.988 2.721 -2.194 0.25
H 1.995 2.382 -0.516 0.14
H 0.570 3.146 -1.221 0.18
C -0.818 0.227 0.505 -0.82
C -0.202 -1.127 0.166 -0.13
C -0.682 -2.253 1.075 -1.02
H -0.304 1.020 -0.090 0.11
H -1.883 0.165 0.250 0.30
H -0.733 0.398 1.588 0.29
H -0.158 -1.529 -0.870 0.25
H 0.886 -0.956 0.302 0.19
H -0.930 -3.290 0.789 0.37
H -1.737 -2.061 1.365 0.26
H 0.005 -2.288 1.944 0.20
```

Output
Energy relative to the best compared isomer or geometry (same formula, charge and spin) ... 20.7 kcal per mole
Net charge ... -1
Highest occupied orbital energy ... -2.18 eV
Kohn-Sham gap ... 0.2269 Ha